# 1
The following is a quantum chemistry calculation of 14 unconnected molecules or ions with the total composition C61H162N14O14 at a distorted geometry, from the OMol25 dataset.

Properties
HOMO energy	-0.3108	Ha
electronic energy	-115398.7650	eV

Cartesian coordinates (Å):
1 N -1.8137 4.6499 -1.9277
2 H -5.1657 1.0972 -6.7675
3 H 2.6044 4.2647 -0.1625
4 H -6.1535 0.1654 -0.3984
5 H -7.0165 -4.4569 -4.9047
6 H -3.0759 -3.3783 4.2981
7 C 0.2692 4.9250 4.4708
8 H -2.9881 -0.5451 1.6402
9 H 1.2955 -0.2526 3.6156
10 H 0.2050 4.3788 -0.6299
11 H 2.3793 0.1696 2.2277
12 H -7.3654 0.3003 -2.9815
13 C 3.8083 -4.7666 -0.9202
14 H -3.6953 -4.7480 -5.2176
15 H -4.5621 5.2158 -3.8193
16 H -0.3552 -1.3483 1.2556
17 H 6.8923 0.4382 1.6464
18 H -0.4762 5.6366 4.7809
19 C -6.6738 3.2487 2.1937
20 H -3.1304 -6.5162 -0.3569
21 H 2.8851 -1.2497 -5.5969
22 H 5.8614 -2.5111 5.3107
23 H 4.1841 4.9292 0.0517
24 H -6.5152 5.1175 1.1374
25 C -0.4019 0.1654 -0.3085
26 N 0.1127 4.5034 3.0994
27 O -6.3318 0.3547 -4.8384
28 H 2.4311 3.7351 2.0073
29 H 0.4694 1.9505 -0.1925
30 H 4.5816 -5.2768 -0.3473
31 C -4.4526 -4.9448 -4.4850
32 H -4.9473 -1.2762 -6.1316
33 H 1.3593 -0.7505 0.7303
34 H 1.9060 -4.2383 -5.7770
35 H 7.4888 1.9907 2.2963
36 H 0.7770 5.7148 -1.8045
37 H -4.2856 -1.5760 2.0888
38 N -4.2133 0.6869 -6.4805
39 C -3.0211 -1.0701 -5.2564
40 H -8.1969 2.3527 0.9119
41 C 3.5475 0.4038 6.7176
42 H -0.6612 3.3362 5.5930
43 H 5.2649 -1.1589 -0.1249
44 H -1.6721 4.9459 0.7512
45 H -4.4364 6.2793 -2.4328
46 H -3.6941 3.5583 -0.2947
47 H -3.8570 6.7545 -0.3050
48 H -2.0977 -6.4997 -2.6019
49 H -4.4453 0.5995 -3.7871
50 H 2.0958 -0.5634 -8.2820
51 O 0.3338 0.5231 1.9370
52 C -0.1916 -5.8041 1.3541
53 H -3.0966 6.1726 -3.6016
54 H 1.9805 2.2409 -3.0475
55 H -0.8670 -5.8711 -4.2728
56 O -3.4092 0.6009 4.3477
57 H -1.9145 -3.5694 3.1290
58 C 0.2402 -0.4675 0.9665
59 C -1.2987 5.7776 -1.0998
60 C -3.3278 -0.7628 4.5351
61 H 5.3866 -3.6608 1.8744
62 H 0.4072 -5.9288 -1.1551
63 H -2.9329 -0.9489 5.5482
64 H -4.0112 5.7556 1.0456
65 H 3.2756 0.2776 -2.6185
66 C 4.0326 -3.5043 -4.9740
67 H -5.0032 4.6572 -1.0269
68 O -6.7263 0.9350 1.4635
69 H -1.4702 -4.7958 -0.0740
70 H 4.8394 -3.2415 -4.2998
71 N 2.0497 -1.1494 -7.4638
72 H 5.6476 2.0076 0.1824
73 C -5.0941 -0.0486 -4.4031
74 H 6.8254 0.7415 3.4341
75 H -0.8604 7.1809 -2.7441
76 H -8.1743 4.7156 1.6977
77 C -2.0267 5.8272 0.2057
78 H 2.5559 -3.0529 -1.9396
79 C 4.0400 1.5758 7.4151
80 C 3.9768 0.2109 -6.7823
81 C -7.0839 4.6831 1.9345
82 C -2.5012 -1.6096 3.5060
83 C 7.8900 -1.2769 6.3806
84 H 3.7503 2.4033 6.8240
85 C 3.7066 3.9418 -0.1521
86 C 7.9554 -2.3495 5.2408
87 O 2.8964 -3.4004 -4.2278
88 H 3.9769 3.5944 -1.1439
89 H -3.8358 0.3834 -7.3479
90 H 1.5711 1.3358 -6.6296
91 H 1.5995 6.0453 5.5440
92 H 3.3617 7.8335 3.7753
93 H -2.1402 -7.6823 0.5450
94 C 0.3373 3.7134 5.3520
95 N 9.1084 -2.1741 4.3594
96 H -0.9655 7.9835 -1.1160
97 H 2.0530 -2.1620 -0.4599
98 H -6.0656 -3.9395 -6.2293
99 H -0.9534 -1.8968 -0.9160
100 H 3.4333 2.6918 2.9203
101 N 3.3036 3.3333 2.1438
102 H 2.9821 -1.2082 -3.2861
103 C 0.9885 -4.9991 -4.0382
104 H -7.1695 3.0125 3.1499
105 C -3.6080 3.1114 -2.7011
106 H 8.7893 -1.4412 3.7410
107 H 3.5975 1.6142 8.4271
108 H 0.9172 -3.1113 -4.8202
109 H -0.8234 4.2466 2.8397
110 H -1.2376 0.7133 0.0532
111 H -6.4033 -0.9383 0.8044
112 C 1.5484 5.6681 4.5747
113 H -2.3069 -3.9988 -2.5372
114 O 6.5205 -3.1474 3.4234
115 N 4.1626 0.5216 5.3495
116 H -4.7777 -5.8391 -2.6156
117 H -1.6631 -0.5732 -1.8853
118 H -2.3734 7.6064 -1.9271
119 H 6.3948 -1.3012 4.1420
120 H -1.5075 0.9660 3.9403
121 H -1.9631 0.8152 5.6844
122 H -1.7501 6.7047 0.7915
123 H -4.3699 -0.9901 4.6091
124 C -6.2655 -3.6579 -5.1940
125 H -1.5837 5.1870 -3.6958
126 C 1.8237 -6.2704 -4.0086
127 C -4.3574 -0.4976 -5.6264
128 C -3.3161 -4.2586 -2.2939
129 O 3.5569 -3.5434 -0.2150
130 H -3.0750 2.8913 -3.6133
131 H 1.5593 1.0984 6.1295
132 H -0.0852 -3.8476 3.9643
133 O 1.5607 6.7219 3.6832
134 H 3.9894 -2.8987 -5.8522
135 H -6.9999 1.8989 -3.7481
136 H 4.6352 -0.5514 -7.2721
137 H -2.3138 -1.0196 -6.1215
138 H 9.0854 -3.0039 3.7820
139 H 4.4754 0.7537 -5.9546
140 H -3.0956 -2.0985 -4.8605
141 H -5.1980 -0.8814 -3.6978
142 N -0.1636 -5.2439 -4.7880
143 H 2.6489 7.5466 2.1612
144 H -0.3333 -0.5892 6.8200
145 H -0.7386 -4.3897 -4.7876
146 H -4.6783 3.1105 -2.9724
147 C 3.8746 2.9054 0.8933
148 H -8.2277 0.7871 -4.4175
149 H 1.7255 0.3843 7.8067
150 H 0.5409 6.0883 -0.1454
151 H 0.7595 0.1880 -5.4398
152 C 1.4133 1.9573 -3.9187
153 H 3.6030 -0.3075 0.2123
154 H 3.9845 -0.5125 7.1749
155 C -1.3522 7.1957 -1.7793
156 H -3.2706 -4.5534 -1.2405
157 C 1.7100 0.6015 -5.8096
158 O 5.4579 1.7368 2.2537
159 H 0.0986 -0.9990 -1.9825
160 N -0.5718 -6.3105 -1.0474
161 C 5.2785 -3.0625 2.7376
162 H 1.3472 -7.1596 -3.5672
163 H 3.4530 6.2188 2.9633
164 H -6.7326 -2.6655 -5.1498
165 O 2.3853 1.2477 -4.7496
166 H -2.5885 -0.4153 -4.5323
167 H 2.1864 -6.5629 -5.0170
168 C 4.4309 -0.5727 -0.4564
169 C -7.1091 2.3047 1.1016
170 C -1.1481 -5.8059 0.1870
171 H 0.7166 3.8806 6.3274
172 C 0.2344 -1.1206 6.0838
173 H -4.6703 3.0458 1.6177
174 H 8.1539 -1.6153 7.3145
175 H 4.9936 -2.0652 2.3411
176 H 4.4273 -3.3833 3.4139
177 H -2.7569 -2.3003 1.4413
178 H 5.0999 1.6523 7.4422
179 H -3.9170 -3.3661 -2.3391
180 N 3.0067 -0.7129 -2.4202
181 H 4.1544 1.4915 5.1058
182 H 2.6913 -6.0746 -3.4856
183 O -5.2107 -3.7704 -4.3280
184 C 5.3501 2.5061 1.0868
185 H 1.1238 2.8362 -4.4820
186 H 3.4532 2.0330 0.3552
187 H 3.6349 0.9303 -7.5247
188 H 0.6226 1.2551 -3.7186
189 N -2.2739 -2.9631 3.9354
190 C 2.0142 0.2423 6.7807
191 C -3.3213 4.5120 -2.1052
192 C -2.2303 1.2652 4.7121
193 H 7.9741 -3.3445 5.6993
194 H -2.8715 -6.3789 1.4131
195 N -5.2776 3.0946 2.4833
196 H -6.8356 5.2456 2.8058
197 H 0.0411 -2.2042 5.9966
198 C -3.1517 -1.5484 2.1243
199 H 1.6748 1.4065 3.1022
200 C -2.3771 -6.6362 0.4643
201 O 1.6236 -0.9342 6.1736
202 H 3.8031 -0.1010 4.6165
203 C -3.9350 -5.4158 -3.1031
204 N 0.3812 1.2584 -0.9188
205 C 0.3860 -4.4724 3.2618
206 H 1.2984 0.9270 -1.0230
207 C 0.1479 5.4226 -0.9053
208 H 2.3904 5.0417 4.4540
209 C 6.7185 1.1971 2.4312
210 H -0.5631 -7.3283 -1.0054
211 C -3.5089 5.8083 0.1033
212 N -2.8273 -6.4060 -3.3088
213 C 2.6825 -0.4601 -6.3350
214 H 2.8152 -5.2565 -1.0183
215 H -7.8653 -0.2120 0.1238
216 H 0.4379 5.2277 2.4639
217 H 4.6839 -1.8693 -2.1323
218 H 4.2373 -4.5389 -5.2959
219 H -6.7203 2.5972 0.1125
220 H -0.0652 -6.8387 1.7140
221 O -1.1582 4.5250 -3.1513
222 C 1.5141 0.4443 2.7802
223 H 0.7477 -5.4934 0.9193
224 H 4.8116 0.3690 -0.9256
225 H 4.3060 -4.6230 -1.8950
226 C -3.8637 5.5902 -3.0299
227 H 5.9119 3.4517 1.2218
228 C 1.6650 -3.8862 -4.7755
229 H 6.9416 -0.8059 6.5027
230 H -3.3145 -7.2726 -3.4874
231 H 8.5573 -0.4504 6.1058
232 C 2.9158 -2.5702 -1.0211
233 H -5.0874 -5.7297 -4.8613
234 H -3.4319 2.2263 -2.0729
235 O -0.6681 -4.8983 2.3104
236 H 1.0798 -1.3522 -7.2786
237 C 2.8072 7.0848 3.1629
238 H 0.9174 -4.6478 -2.9912
239 C -6.8228 -0.0133 0.4394
240 H 0.9170 -5.2522 3.8204
241 C 3.8789 -1.4325 -1.5392
242 H -5.1760 2.2472 3.0344
243 C 6.6401 -2.3199 4.5151
244 C -0.7710 -0.9043 -1.3764
245 H 0.8882 2.8566 4.8299
246 C -7.2638 0.8278 -3.9146
247 C -3.9640 4.5597 -0.7357
248 H -1.5968 -0.9990 3.5172
249 H -0.2200 -0.6759 5.1812
250 H 1.1014 -3.9057 2.7260
251 H -2.4852 2.3265 4.6731

# 2
The following is a quantum chemistry calculation of a molecular structure, ClO4SbSe4Ta at a distorted geometry, from the OMol25 dataset.

Properties
HOMO energy	-0.4847	Ha
electronic energy	-290175.2242	eV
charge	+1

Cartesian coordinates (Å):
1 Se 2.3648 -4.0686 -1.4850
2 Ta -0.1969 0.3298 0.3523
3 O -1.1636 2.0226 0.1849
4 O -0.6588 3.5761 2.1722
5 Se 1.9701 0.3204 -0.9437
6 Se 1.7869 -3.0961 -3.6853
7 Sb 1.1165 -1.9369 -1.6453
8 Se -1.2636 -1.5640 -0.9371
9 O 0.1719 -0.3273 1.8821
10 Cl -1.3633 2.3658 1.9344
11 O -2.7641 2.3782 2.1706

# 3
The following is a quantum chemistry calculation of a molecular structure, C43H47N6O6Pt, from the OMol25 dataset.

Properties
multiplicity	3
HOMO energy (spin up / spin down)	-0.0813 / -0.1509	Ha
electronic energy	-69825.8435	eV
charge	-1

Cartesian coordinates (Å):
1 H -3.7792 -4.6361 -3.5334
2 H -2.6134 4.9299 -1.8904
3 C 0.7518 -2.6145 -0.9097
4 C 2.5306 4.0268 0.8304
5 H 0.4780 6.2037 -0.6990
6 C -0.8505 -3.1031 -2.4214
7 N -1.0207 -1.2893 4.4145
8 O -2.8823 -0.9086 -1.3267
9 H -4.0019 4.2019 -2.6904
10 H 3.1856 -0.7238 5.0648
11 C -2.5076 -1.3130 0.9875
12 O -0.8695 -2.1020 5.3100
13 H 3.4634 6.3310 -1.3770
14 H -1.3121 4.7436 -4.0548
15 C -4.7627 1.0036 -3.5049
16 H 3.8236 -3.9086 1.6742
17 H 3.6697 5.7277 1.3985
18 O -2.3969 0.8345 0.0205
19 C 1.7195 4.5710 -0.1257
20 C -2.2789 1.5290 -3.4904
21 C -0.7963 -1.7215 -2.1707
22 C -1.5135 0.6318 -2.7243
23 C -0.1835 -5.7379 -0.2278
24 C -2.1676 4.0963 -3.8434
25 H 2.0510 -3.7494 0.3189
26 C -1.6934 2.7762 -3.3201
27 H 2.3079 -3.0815 4.2069
28 H -1.9208 -3.1456 -4.2604
29 C 2.8772 0.3083 1.5023
30 H 2.4608 3.9647 3.5957
31 H 1.5969 -3.9156 2.8279
32 H 2.1855 5.9106 -2.5173
33 C 3.0076 1.6860 1.5460
34 O -0.6541 -0.1332 4.4563
35 H 0.1604 -5.6834 -2.3491
36 H 0.0866 -5.1778 0.6697
37 O -3.3587 -5.4572 2.9964
38 H -3.2822 0.2624 -4.8855
39 C 1.5268 6.0205 -0.4519
40 H -1.3028 -4.7016 -3.7450
41 Pt 0.8055 0.4482 -0.7437
42 H -2.0909 -3.6942 4.0052
43 C 3.5914 -0.6158 2.3196
44 H -1.2674 -5.7083 -0.3354
45 H -3.0448 -4.7928 -1.9321
46 H -3.4108 5.7849 -3.2254
47 C -1.8549 -0.8735 2.1336
48 C -1.8878 -0.7704 -2.4744
49 C 2.7383 4.9310 3.1726
50 H 1.8259 5.5211 3.0719
51 H -3.6363 1.9696 -5.0636
52 H 5.1516 0.5982 3.1178
53 H 3.7107 2.0801 2.2703
54 H -2.6937 3.9487 -4.7903
55 H 3.1032 0.9554 4.5478
56 N 0.1809 -1.4219 -1.2819
57 C -2.8468 -3.4410 2.0123
58 C 0.1345 3.6170 -1.8318
59 H 1.5660 -5.2482 -1.3829
60 C -0.6065 2.5931 -2.4206
61 C -2.9886 -2.6105 0.9099
62 C 4.5273 -0.2434 3.4290
63 N 1.4499 2.3039 -0.2417
64 O -3.8573 -5.1927 0.9155
65 C 3.7842 0.1208 4.7202
66 C 1.0546 3.4761 -0.7825
67 H 1.7516 6.6213 0.4332
68 H 4.5399 -3.0865 3.0502
69 N -3.3922 -4.8018 1.9700
70 C 2.4098 6.4843 -1.6169
71 H 2.8177 -4.7333 3.8178
72 H -1.4423 0.1251 2.1696
73 C 2.2822 -1.6940 0.8344
74 C 0.1469 -3.6770 -1.6384
75 H -3.4896 -2.9656 0.0216
76 C 2.3608 2.6081 0.7523
77 C -2.5890 -0.3387 -0.1540
78 C -3.4779 1.1812 -4.3239
79 H 2.2568 7.5444 -1.8348
80 H -2.4948 -1.1496 -3.2914
81 C 0.4824 -5.1261 -1.4654
82 C -1.7788 -3.7859 -3.3855
83 C 3.4094 4.7478 1.8057
84 H 4.4816 0.3981 5.5144
85 H 4.3475 4.2021 1.9341
86 C -3.1061 4.8024 -2.8552
87 C -3.1492 -4.1342 -2.7948
88 C 3.6152 -3.1974 2.4788
89 C 1.7195 -2.7468 0.0831
90 H -0.0842 4.6263 -2.1556
91 H -3.6643 -3.2296 -2.4649
92 H -5.0048 1.9240 -2.9707
93 C -1.7073 -1.7437 3.1975
94 N 2.0644 -0.3799 0.6206
95 H -4.6468 0.2135 -2.7633
96 H 5.2020 -1.0796 3.6250
97 H -5.6074 0.7503 -4.1516
98 C 2.5221 -3.7723 3.3896
99 N -0.4909 1.2647 -2.1017
100 H 0.1185 -6.7793 -0.0888
101 H 3.4036 5.4396 3.8744
102 C -2.2014 -3.0321 3.1603
103 C 3.2224 -1.8715 1.9038

Which value of electronic energy does entry 3 give? -69825.8435 eV